An isolated ion of composition C5H11O2 and charge -1 at a distorted geometry, computed with ωB97M-V with the def2-TZVPD basis set.

XYZ file:
```
18
Properties=species:S:1:pos:R:3:forces:R:3:nbo_charge:R:1
O 1.9571 -2.4781 -1.3174 0.867 0.264 0.283 -0.96
C 1.0576 -2.0322 -0.4341 -1.062 -0.106 -2.465 0.00
C 0.1828 -0.8414 -1.0566 0.144 -0.107 0.345 -0.45
C -0.8740 -0.3076 -0.0853 0.173 -0.737 -0.208 -0.41
C -0.3133 0.4986 1.0971 0.388 0.653 -2.590 -0.44
C 0.2610 1.8445 0.5581 -1.453 0.065 1.383 -0.06
O -0.7940 2.8263 0.6466 0.029 0.592 0.022 -0.75
H 0.2575 -2.8407 -0.3829 0.018 0.410 1.224 0.07
H 1.4303 -1.6959 0.5587 -0.051 -0.255 0.226 0.07
H 0.8129 -0.0498 -1.4848 0.226 -0.050 0.379 0.17
H -0.2977 -1.2669 -1.9394 -0.118 -0.178 0.031 0.19
H -1.3869 -1.1947 0.2942 -0.084 -0.110 0.239 0.19
H -1.6788 0.2323 -0.6091 0.165 0.338 0.086 0.16
H 0.5031 -0.0346 1.5663 -0.294 -0.324 0.475 0.22
H -1.1814 0.7581 1.6831 0.256 0.057 1.025 0.20
H 0.5882 1.8646 -0.4785 0.553 -0.525 0.173 0.18
H 0.9948 2.1959 1.2863 0.309 0.132 -0.507 0.17
H -1.5192 2.5217 0.0978 -0.067 -0.120 -0.120 0.45
```
Forces are in eV/Å.

Values from the calculation:
Energy above the lowest of the compared OMol25 structures with the same formula, charge and spin (kcal per mole): 66.8
2S+1: 1
Total charge: -1
HOMO (eV): -2.069

***

A 15-piece molecular cluster, C19H68N14O15 overall at a distorted geometry, computed with ωB97M-V with the def2-TZVPD basis set.

XYZ file:
```
116
Properties=species:S:1:pos:R:3:forces:R:3:lowdin_charge:R:1
C 2.4604 -2.4709 2.5853 -2.530 -0.528 0.761 -0.09
C 3.8294 -1.9489 2.6443 0.344 -0.805 -0.121 -0.35
O 4.3424 -1.8089 3.9363 0.548 -0.235 1.409 -0.06
H 2.2004 -3.2879 3.2843 0.550 0.122 -0.327 0.10
H 2.1434 -2.7799 1.5883 0.192 -0.139 0.076 0.06
H 1.7894 -1.6419 2.8563 -0.002 -0.250 -0.022 0.06
H 3.7274 -0.9709 2.2753 0.614 1.256 -1.448 0.06
H 4.4724 -2.6129 2.0493 0.312 0.568 0.340 0.14
H 3.7574 -1.2639 4.4893 0.115 -0.302 -0.476 0.09
C 2.0254 -2.0399 -5.2337 1.973 1.289 -0.034 -0.05
C 2.6224 -0.6659 -4.8007 -1.652 -2.958 0.508 -0.23
O 2.2054 -0.5479 -3.4527 1.447 0.789 0.853 -0.15
H 0.9974 -2.2319 -5.1217 -1.354 0.418 0.870 0.05
H 2.6014 -2.7919 -4.7277 0.142 -0.613 0.059 0.05
H 2.1774 -2.1129 -6.2637 0.597 -0.536 -1.918 0.05
H 2.2314 0.0971 -5.3987 -0.649 1.465 -0.734 0.09
H 3.6934 -0.6809 -4.9117 0.544 0.015 0.074 0.11
H 3.0194 -0.5659 -2.9017 -0.880 0.304 -0.451 0.03
C -0.6146 -5.5319 2.2753 0.122 0.615 -1.824 -0.06
C -0.8656 -4.1909 2.9103 -2.289 0.111 -0.362 -0.30
O -0.7796 -3.1649 1.9443 0.361 1.260 0.022 -0.14
H -0.4726 -6.2939 2.9833 -0.186 -1.079 1.068 0.06
H 0.3104 -5.5179 1.6923 0.312 0.353 0.201 0.07
H -1.3216 -5.8409 1.4883 -0.337 0.192 0.657 0.08
H -0.1526 -4.0059 3.6533 1.307 0.098 1.345 0.08
H -1.8726 -4.0179 3.3863 0.730 -0.933 -0.188 0.14
H -0.7716 -2.3139 2.4683 0.181 -1.439 -1.261 0.05
C -5.6956 1.2511 -2.5927 0.523 1.065 -1.472 -0.07
C -4.9076 2.0681 -1.6027 -1.045 -1.446 0.984 -0.31
O -3.9336 1.1721 -1.1227 1.379 -0.087 0.012 -0.13
H -6.1206 1.9291 -3.3247 -0.424 0.042 -0.239 0.07
H -6.4596 0.6281 -2.2237 -0.956 -0.502 0.964 0.06
H -5.0546 0.5861 -3.1497 0.517 -0.128 -0.269 0.06
H -5.5826 2.3381 -0.7937 0.073 0.298 0.282 0.11
H -4.5406 2.9831 -2.0217 0.644 0.449 -0.407 0.09
H -3.2436 1.6191 -0.5867 -1.060 0.016 -0.148 0.05
C 3.7674 -0.5609 -0.8927 1.287 6.010 4.805 -0.64
O 3.8244 0.5891 -0.1297 0.362 -3.967 -3.883 -0.11
N 3.0134 -1.4919 -0.5157 -4.403 -2.774 2.142 0.21
N 4.5284 -0.8669 -1.9167 3.452 2.042 -4.209 0.14
H 2.3974 -1.1889 0.2493 0.268 -0.485 -0.260 0.09
H 2.5684 -2.1649 -1.1757 0.643 0.278 0.458 0.08
H 5.0594 -0.0279 -2.3067 -0.724 -1.996 0.652 0.17
H 4.5324 -1.7659 -2.4637 -0.022 1.466 1.378 0.16
C -1.9046 3.8001 -2.2577 1.877 -6.962 1.623 -0.59
O -1.4986 2.5041 -1.9067 -1.767 6.154 -1.105 -0.13
N -1.7816 4.8081 -1.4417 -0.368 1.663 2.025 0.13
N -2.3776 4.0301 -3.4397 -2.542 2.097 -3.486 0.18
H -1.5726 4.4811 -0.4167 -0.664 1.015 -1.623 0.09
H -2.1976 5.7311 -1.7377 0.795 -1.538 0.936 0.17
H -2.4466 3.2811 -4.1297 -0.018 0.418 0.583 0.14
H -2.9396 4.9411 -3.6287 1.578 -2.460 0.300 0.18
C 1.2694 -3.9689 -1.2877 2.793 -6.869 7.186 -0.62
O 1.8394 -5.0569 -0.6417 -2.513 5.005 -3.692 -0.12
N 0.3564 -3.2449 -0.7037 -4.664 0.349 4.499 0.13
N 1.7704 -3.2859 -2.2347 5.122 0.787 -6.626 0.11
H -0.0576 -3.5109 0.2933 0.915 0.344 -2.673 0.14
H -0.2546 -2.6639 -1.2917 0.209 -0.251 0.071 0.07
H 2.6824 -3.6179 -2.6827 -2.313 0.146 0.677 0.16
H 1.1944 -2.6139 -2.7687 0.047 -0.176 0.232 0.08
C -2.4046 2.9701 1.3173 -7.938 -3.058 0.717 -0.57
O -3.7806 2.7481 1.0903 7.088 2.108 0.365 -0.10
N -1.6736 2.0891 1.8833 1.500 -2.230 1.569 0.20
N -1.7316 4.0861 1.1653 -0.235 6.272 -1.173 0.11
H -2.1146 1.2211 2.1803 -0.224 0.162 0.002 0.07
H -0.7756 2.3621 2.3673 -1.374 -0.557 -1.180 0.07
H -2.3506 4.9301 1.2023 0.828 -1.029 0.053 0.16
H -0.8136 4.2511 1.5803 -0.745 -0.557 -0.108 0.10
C 0.3414 2.7691 4.1943 0.559 -6.949 7.695 -0.57
O 0.4704 1.5211 4.8683 -0.508 6.949 -3.887 -0.11
N -0.0656 3.8641 4.7873 -0.793 1.305 3.101 0.18
N 0.6244 2.9441 2.9633 1.400 2.308 -5.123 0.11
H -0.1206 3.9751 5.8023 -0.186 -0.653 -0.763 0.14
H -0.4176 4.6221 4.2623 -0.125 0.741 -0.482 0.09
H 1.2834 2.3041 2.6053 1.282 -1.748 -0.800 0.05
H 0.8364 3.8881 2.5463 -0.256 -1.245 1.292 0.17
C -1.8566 -0.8599 3.4893 -9.836 -1.545 4.084 -0.67
O -2.7966 -1.2289 4.4283 4.604 1.415 -4.312 -0.11
N -0.6286 -0.8479 3.6503 7.723 -0.870 2.498 0.18
N -2.2146 -0.4699 2.2803 -3.784 -0.194 -1.421 0.14
H -0.2636 -1.2559 4.4993 -0.079 0.504 0.193 0.15
H 0.0984 -0.5179 3.0083 -0.772 -0.036 0.106 0.11
H -3.1896 -0.7529 2.0073 1.758 0.596 -0.027 0.18
H -1.4936 -0.2659 1.6203 -0.012 -0.863 -0.859 0.06
C -1.0456 -0.6589 -3.0087 5.366 -4.596 -0.821 -0.57
O -0.5216 -1.9519 -3.1067 -2.392 5.302 0.014 -0.14
N -2.2826 -0.4259 -2.8157 -6.657 -0.728 -0.021 0.15
N -0.2986 0.4191 -3.0117 2.415 0.680 -0.429 0.18
H -2.9926 -1.1769 -3.0307 1.341 1.202 0.462 0.17
H -2.6816 0.4551 -2.4207 0.345 -0.500 -0.533 0.10
H 0.7014 0.2111 -3.1077 -0.437 0.261 0.142 0.07
H -0.5946 1.3821 -2.7177 -0.267 -1.163 -0.387 0.07
C 3.7744 1.6271 3.1413 0.531 0.819 0.842 -0.13
O 2.6534 1.2861 2.3963 -0.934 -0.793 -0.512 -0.16
H 4.3684 2.2091 2.5083 1.524 0.879 -1.034 0.07
H 4.4094 0.8141 3.5033 -0.494 -0.206 0.164 0.09
H 3.5164 2.3491 3.9183 -0.288 -0.543 0.464 0.09
H 2.9754 1.1261 1.4923 -0.069 -0.433 -0.388 0.04
C 1.2734 3.5101 -1.0017 -1.708 0.300 0.495 -0.16
O 0.9344 4.7421 -1.6157 0.274 -0.042 -0.299 -0.12
H 0.4874 3.1531 -0.2817 0.736 0.411 -0.455 0.06
H 2.1924 3.6991 -0.5517 1.538 0.201 1.389 0.06
H 1.4844 2.6831 -1.6417 -0.270 -0.540 -1.104 0.06
H -0.0196 4.8261 -1.7337 0.430 -0.185 0.043 0.00
C 0.3484 0.3721 -0.0127 2.982 0.167 -0.252 -0.13
O 0.4974 -0.8069 0.7773 -0.386 0.559 -0.184 -0.16
H 0.7154 1.2191 0.6173 -0.533 -0.632 -0.529 0.07
H -0.6286 0.5551 -0.3977 -0.878 0.051 -0.032 0.05
H 1.0774 0.3001 -0.8917 -1.034 0.306 1.059 0.09
H 0.4154 -1.5669 0.1683 -0.190 -0.062 0.409 0.04
C -2.7016 -3.0649 -0.9097 0.197 0.669 -0.948 -0.14
O -2.3146 -1.7299 -0.5197 0.384 0.172 -0.207 -0.17
H -2.2826 -3.8739 -0.3087 0.548 0.581 0.238 0.07
H -2.4226 -3.2429 -1.9617 0.009 -0.070 0.303 0.07
H -3.7596 -3.2179 -0.8197 -0.855 0.286 0.016 0.07
H -2.2356 -1.0719 -1.3027 -0.618 -2.218 1.762 0.03
```
Forces are in eV/Å.

Values from the calculation:
Energy above the lowest of the compared OMol25 structures with the same formula, charge and spin (kcal per mole): 63.7
2S+1: 1
Total charge: 0
HOMO (eV): -8.715

***

C18H40AsF6O30S8 as an isolated structure at a distorted geometry, computed with ωB97M-V with the def2-TZVPD basis set.

XYZ file:
```
103
Properties=species:S:1:pos:R:3:forces:R:3:lowdin_spin:R:1
As 0.3965 0.3709 -0.2852 2.800 -0.202 -1.049 0.00
F -0.2088 0.9273 1.2953 0.523 -0.026 -0.469 0.00
F -0.2324 1.8840 -1.0197 0.135 -1.852 0.791 0.00
F 0.9457 -0.2027 -1.9436 -0.968 0.500 2.263 0.00
F 1.2670 -1.0342 0.5205 -1.420 1.696 -0.938 0.00
F -1.0784 -0.5884 -0.3706 0.740 0.691 -0.359 0.00
F 2.0137 1.2385 -0.1454 -2.008 -0.743 0.254 0.00
O -6.1246 0.1415 3.4351 0.596 0.171 -3.518 0.01
S -6.1393 -0.1776 1.9795 -0.951 -1.384 -0.277 0.00
O -7.1445 0.3331 1.0417 1.395 -0.082 1.897 0.00
O -4.6742 0.1187 1.3264 -0.914 1.099 2.054 0.00
C -4.4927 -0.0291 -0.0782 -0.568 0.712 -1.062 0.00
C -4.0118 1.3007 -0.6990 0.310 -0.745 0.493 0.00
C -6.1501 -2.0318 1.7817 -0.231 1.836 0.311 0.00
H -5.4332 -0.2109 -0.5984 -0.261 -0.279 0.376 0.00
H -3.9003 -0.9403 -0.1610 0.587 0.433 -0.496 0.00
H -3.8787 1.1261 -1.7666 0.242 0.226 0.015 0.00
H -3.0965 1.6805 -0.2449 0.363 -0.294 -0.228 0.00
H -4.7339 2.1051 -0.5587 -0.392 -0.332 -0.024 0.00
H -5.1512 -2.2891 1.4295 -0.292 -0.238 0.223 0.00
H -6.9230 -2.2245 1.0377 0.087 -0.151 0.229 0.00
H -6.3917 -2.3761 2.7873 0.066 -0.398 -0.316 0.00
O 2.2521 -6.2717 -1.7490 -0.036 0.272 -0.490 0.00
S 2.5042 -4.8677 -1.7655 1.244 2.969 -0.073 0.00
O 3.7356 -4.3392 -1.1195 -3.085 -0.899 -1.401 0.00
O 2.5101 -4.3273 -3.3835 0.248 -2.318 2.400 0.00
C 2.7584 -2.9645 -3.6622 -0.755 0.616 -1.197 0.00
C 3.2935 -2.8937 -5.1006 0.096 0.307 0.186 0.00
C 0.9244 -3.9763 -1.1442 2.409 -0.525 -0.498 0.00
H 3.4401 -2.4693 -2.9707 0.027 -0.301 0.154 0.00
H 1.7705 -2.5065 -3.6133 0.068 0.598 0.086 0.00
H 3.2350 -1.8896 -5.5208 0.292 0.342 0.520 0.00
H 2.7176 -3.4418 -5.8462 -0.054 -0.609 0.473 0.00
H 4.3317 -3.2251 -5.0791 -0.048 -0.059 -0.335 0.00
H 0.0767 -4.4716 -1.6178 0.148 0.008 0.336 0.00
H 1.0343 -2.9253 -1.4117 -0.086 -0.086 -0.118 0.00
H 1.0583 -4.0559 -0.0654 -0.533 -0.208 -0.057 0.00
C -1.3535 -2.4819 3.7053 0.478 0.735 1.129 0.00
C -2.0485 -1.3005 2.9945 3.388 -0.694 -0.685 0.00
O -3.3263 -1.6989 2.8726 -3.133 -1.225 0.671 0.00
S -3.8032 -2.7185 4.0823 -0.229 2.190 1.837 0.00
O -4.2695 -3.9007 3.4366 0.198 0.463 0.605 0.00
O -4.6233 -1.9442 5.0336 1.889 -2.211 -2.172 0.00
O -2.2950 -2.8890 4.7218 -1.898 0.009 -0.938 0.00
H -0.4944 -2.1679 4.2981 0.169 -0.047 -0.339 0.00
H -1.1008 -3.3316 3.0710 -0.156 0.191 -0.194 0.00
H -1.6071 -1.2461 1.9994 -0.050 0.292 -0.130 0.00
H -1.8972 -0.3325 3.4721 -0.189 0.018 0.479 0.00
C -1.5623 -0.2396 -3.7906 -0.941 -1.722 -0.332 0.00
C -0.4376 0.1991 -4.7224 -1.023 1.102 -0.216 0.00
O -0.8617 1.5069 -5.1673 -1.785 0.877 -0.407 0.00
S -2.5300 1.5658 -5.2806 0.948 0.730 -0.551 0.00
O -2.9177 0.8696 -6.4818 0.265 0.494 1.143 0.00
O -3.0586 2.9127 -5.0597 1.414 -2.849 0.122 0.00
O -2.7356 0.5893 -4.0163 0.217 1.389 0.215 0.00
H -1.3107 -0.3952 -2.7415 -0.268 0.833 -0.067 0.00
H -1.9567 -1.1837 -4.1663 0.493 -0.420 0.255 0.00
H -0.4790 -0.4921 -5.5642 0.780 0.179 -0.114 0.00
H 0.5295 0.3990 -4.2610 -0.201 -0.662 -0.068 0.00
C 4.5800 -0.4630 -1.0122 -0.257 0.731 1.041 0.00
C 5.5781 -0.7122 -2.1107 -0.487 -0.136 0.034 0.00
O 6.1605 -1.9890 -1.8326 0.519 -0.267 1.215 0.00
S 6.3838 -2.1259 -0.1617 -2.291 -1.912 -2.223 0.00
O 7.5313 -1.3318 0.1454 -0.668 -0.226 0.524 0.00
O 6.2831 -3.5531 0.2310 0.169 4.345 -0.855 0.00
O 4.9287 -1.2958 0.0940 1.933 -1.456 0.906 0.00
H 3.5270 -0.6250 -1.2424 0.150 -0.340 -0.122 0.00
H 4.6885 0.5750 -0.6978 -0.219 0.028 0.125 0.00
H 6.2759 0.1249 -2.0873 0.505 -0.432 -0.352 0.00
H 4.9991 -0.7295 -3.0340 0.637 -0.300 -0.278 0.00
C -3.2678 2.3266 3.9135 1.278 0.766 -0.535 0.10
C -2.2833 2.7063 2.7554 -1.888 -0.552 2.819 0.07
O -2.2854 4.1197 2.7493 -0.117 -0.235 0.293 0.12
S -2.9500 4.8081 4.0966 1.715 2.702 0.536 -0.04
O -3.8450 5.8679 3.7072 1.275 -2.330 0.500 0.04
O -1.9031 5.0844 5.1017 -2.411 -1.314 -2.432 0.18
O -3.7340 3.4753 4.5779 0.024 0.035 -0.901 0.31
H -2.7452 1.8273 4.7294 0.327 -0.843 0.429 0.06
H -4.0737 1.6578 3.6115 -0.799 -0.249 0.038 0.04
H -2.5388 2.0996 1.8866 -0.562 0.983 -1.086 0.03
H -1.3564 2.1741 2.9692 1.093 0.719 0.318 0.04
C 3.9112 3.5886 -2.3711 0.610 -0.036 1.037 0.00
C 2.3739 3.6564 -2.2058 1.618 0.941 0.097 0.00
O 1.8800 2.7224 -3.1269 -0.462 -1.887 -1.982 0.00
S 3.0609 1.8620 -3.9637 1.786 1.087 0.346 0.00
O 3.4125 2.5463 -5.1907 -1.163 -0.732 1.395 0.00
O 2.9734 0.4023 -4.0186 -0.640 2.884 0.819 0.00
O 4.1849 2.2959 -2.8547 -0.502 -2.234 -0.617 0.00
H 4.3453 3.6729 -1.3748 0.196 -0.170 -0.039 0.00
H 4.5112 4.2175 -3.0289 -0.995 0.866 -0.117 0.00
H 2.0807 4.6960 -2.3520 -0.518 -0.177 -0.802 0.00
H 2.0550 3.4204 -1.1906 0.139 -0.592 -0.179 0.00
C 1.9823 1.9418 3.4741 1.890 -1.358 1.097 0.00
C 1.8684 0.4386 4.0471 -0.181 1.140 -1.400 0.00
O 1.5326 0.5167 5.4353 -0.185 2.294 0.316 0.00
S 1.2433 2.1031 5.9557 0.171 -0.744 1.718 0.00
O 2.2979 2.5012 6.9003 -1.919 -0.699 -2.878 0.00
O -0.1241 2.2004 6.5065 2.488 -0.164 -2.218 0.00
O 1.3712 2.7891 4.4232 -1.560 -0.083 2.399 0.00
H 1.7191 2.1906 2.4460 -0.846 -0.443 0.279 0.00
H 3.0422 2.1873 3.5403 0.207 -0.113 -0.142 0.00
H 2.8438 -0.0115 3.8627 -0.069 -0.139 0.519 0.00
H 1.1198 -0.1763 3.5474 -0.132 0.225 -0.040 0.00
```
Forces are in eV/Å.

Values from the calculation:
⟨S²⟩: 0.76
2S+1: 2
Total charge: 0
HOMO (spin up / spin down) (eV): -10.699 / -10.699